1.
Entry from the Open Molecules 2025 dataset: a 2-piece molecular cluster, C4H12S overall at a distorted geometry (ωB97M-V with the def2-TZVPD basis set).

ORCA input file:
```
! wB97M-V def2-TZVPD RIJCOSX def2/J DEFGRID3
* xyz 0 1
C -0.50036 1.70834 -1.66168
C 0.56493 0.64105 -1.88102
C 1.30072 -2.14525 2.87345
H -0.11858 2.70639 -1.47644
H 0.66838 -3.01534 3.08240
H 1.43542 -1.43516 0.83973
H 0.16452 -0.35780 -1.67296
H 0.84100 0.52948 -2.93064
H 2.95089 -2.17807 1.43639
H 2.05378 -2.09015 3.65737
H 1.56594 -3.17068 0.96860
H 0.60449 -1.30812 2.96389
S -1.79618 1.14019 -0.46026
H -1.11417 1.78372 -2.56093
H -1.71204 2.20711 0.34367
H 1.43559 0.80597 -1.25713
C 1.86934 -2.23294 1.43312
*
```

Values from the calculation:
HOMO ... -9.0166 eV
Frontier orbital gap ... 9.96 eV
Structure (SMILES) ... CCS.CC
E_LUMO ... 0.945 eV

2.
Entry from the Open Molecules 2025 dataset: C5H9N as an isolated structure at a distorted geometry (ωB97M-V with the def2-TZVPD basis set).

ORCA input file:
```
! wB97M-V def2-TZVPD RIJCOSX def2/J DEFGRID3
* xyz 0 1
H -0.11751 -0.25594 1.87999
H -0.62192 -2.03526 -0.29366
N -0.84490 -0.24385 1.10469
H 1.68006 1.19166 0.76894
C -0.47646 0.89806 0.21257
C -0.32015 -1.00904 -0.11608
H 1.13545 1.49504 -0.91464
H -0.91405 1.84299 0.62412
H 1.83112 -1.12139 0.71137
C 1.29154 -0.67652 -0.12838
H 1.76098 -0.97392 -1.02609
C -0.95724 0.13429 -1.01055
H -0.56992 0.30559 -1.96720
H -1.95063 -0.08683 -1.05873
C 1.07576 0.87738 -0.03371
*
```

Values from the calculation:
HOMO ... -9.4599 eV
Frontier orbital gap ... 10.62 eV
E_LUMO ... 1.163 eV

3.
Entry from the Open Molecules 2025 dataset: C22H42IrNOP3 as an isolated structure at a distorted geometry (ωB97M-V with the def2-TZVPD basis set).

ORCA input file:
```
! wB97M-V def2-TZVPD RIJCOSX def2/J DEFGRID3
* xyz 4 6
C 0.24208 -1.35348 -2.96695
H -2.96696 -3.52793 -4.63933
C -1.32755 -3.85555 -1.67699
C -3.08886 -2.14521 -1.52631
H 3.43180 0.86161 1.71369
H -0.30504 1.10166 -4.00101
H 3.28165 3.66160 -0.76096
C -1.63711 -4.02097 -3.00654
H 3.86538 0.32503 0.07440
H 0.29040 2.42006 -2.95652
H 2.52657 2.78241 1.93707
C 3.53162 -0.01693 1.06214
H -0.91201 3.48848 -1.22865
C 0.32764 1.11387 3.03831
H -2.89267 -0.12106 2.27252
H 0.62283 -2.25279 -2.47156
H 0.61037 -1.84155 2.77145
H 2.67677 -0.82339 -3.27076
H 2.34870 -2.19066 -1.13277
H 2.66758 0.93246 -3.47469
H 2.05722 -1.02741 3.41181
H -3.21537 2.50678 3.14631
N -0.42330 1.13293 1.92267
H -0.56633 -4.44881 -1.17329
Ir 0.34749 0.52863 0.08025
H 1.38805 0.85510 2.93982
H -3.61062 -1.39851 -0.90056
H 0.62822 -1.35172 -3.99825
C -0.21907 1.41408 4.28789
H 2.43453 4.37017 1.14949
C 2.46417 3.15349 -1.29066
C 1.85254 3.48041 1.42764
C -3.43563 -2.40378 -2.83587
H 3.29230 0.19719 -1.96163
C -1.68450 1.60089 1.97931
H 3.19148 -2.90037 0.26726
H 0.21159 4.83511 -0.88304
H -3.00318 -2.34061 3.59338
C 2.52451 0.12772 -2.74062
C -2.22245 2.08159 3.17626
O -1.82030 -2.82975 0.38292
H -2.28832 1.49824 1.07431
H -0.95459 -0.59007 -0.15588
H 4.29770 -0.68065 1.48948
H 0.41346 1.26283 5.16278
C -2.06613 -2.92819 -0.85911
C -2.69837 -3.31742 -3.60037
H -4.31455 -1.91852 -3.27708
H 1.05421 3.78181 2.11662
H 1.42282 -3.12809 0.06404
H -4.58787 -0.52452 1.66321
H -1.91727 2.27705 5.31261
H -3.94733 -2.95870 2.12332
H -1.03407 -4.73005 -3.60066
H 2.20174 -2.63939 2.68266
P 1.13800 2.73347 -0.09257
H -0.84885 -1.41534 -3.00992
P 1.93837 -0.93469 0.93811
H -0.77743 4.13122 0.43455
C 1.68156 -1.67354 2.60877
H 2.07376 3.83147 -2.05968
C -1.50121 1.95246 4.35435
H -1.16957 1.50366 -2.49462
C -0.17801 1.42904 -2.96269
C -3.48788 -2.10679 2.62530
C 2.25860 -2.42582 -0.06954
P 0.79124 0.14901 -2.07384
C -0.22189 3.90602 -0.48574
H 2.87892 2.26826 -1.78067
C -3.64155 -0.87356 2.13463
*
```

Values from the calculation:
HOMO (spin up / spin down) ... -18.4515 / -20.9762 eV
Frontier orbital gap (spin up / spin down) ... 6.01 / 4.62 eV
E_LUMO (spin up / spin down) ... -12.446 / -16.358 eV